{
  "formula": "C6H9NO2S2",
  "method": "ωB97M-V/def2-TZVPD",
  "species": ["S", "S", "O", "O", "N", "C", "C", "C", "C", "C", "C", "H", "H", "H", "H", "H", "H", "H", "H", "H"],
  "positions_angstrom": [[0.966, -1.718, 0.176], [-3.651, -0.872, 0.414], [2.207, -2.447, -0.306], [0.253, -2.288, 1.296], [0.644, 0.902, 0.035], [0.824, 2.283, 0.241], [-0.188, 0.421, -0.824], [-1.483, -1.736, -1.222], [-2.226, -1.468, 0.000], [-0.150, -0.975, -1.228], [1.577, 0.001, 0.672], [1.513, -0.103, 1.767], [0.778, 2.530, 1.243], [-2.063, -1.398, -2.083], [1.765, 2.579, 0.075], [2.549, 0.152, 0.346], [0.117, 2.759, -0.275], [-1.633, -1.820, 0.749], [0.336, -1.288, -2.128], [-1.281, -2.721, -1.397]],
  "mulliken_charge": [1.0009, -0.2380, -0.6681, -0.6282, 0.2430, -1.1789, -1.0186, -0.6088, -0.4317, 0.3643, -0.7432, 0.3468, 0.4609, 0.4122, 0.4550, 0.4790, 0.3904, 0.4815, 0.4838, 0.3977],
  "homo_ev": -8.596,
  "lumo_energy_ha": -0.0092,
  "e_tot_ha": -1235.44975,
  "de_lowest_kcal_mol": 99.7,
  "homo_lumo_gap_ev": 8.3,
  "spin_multiplicity": 1
}


{
  "formula": "C6H9NO3",
  "method": "ωB97M-V/def2-TZVPD",
  "species": ["O", "O", "O", "N", "C", "C", "C", "C", "C", "C", "H", "H", "H", "H", "H", "H", "H", "H", "H"],
  "positions_angstrom": [[0.122, 2.215, -0.894], [-1.287, -0.328, -1.216], [3.033, -0.969, -0.395], [0.804, -1.135, -0.189], [-0.418, -0.516, 0.060], [-1.523, -1.258, 0.714], [1.985, -0.459, -0.095], [1.895, 0.951, 0.384], [0.494, 1.431, 0.224], [-2.417, -0.538, -0.283], [-2.618, 0.597, -0.001], [2.599, 1.640, -0.019], [-1.568, -2.340, 0.583], [-1.768, -1.029, 1.739], [0.513, 1.870, -1.742], [-3.215, -0.952, -0.748], [0.013, 1.819, 1.093], [1.028, -2.017, -0.558], [2.328, 1.016, 1.344]],
  "mulliken_charge": [-0.4992, -0.4906, -0.6516, -0.1612, 0.4393, -0.5764, 0.3400, -0.5428, -0.1562, -0.4088, 0.1689, 0.3399, 0.2599, 0.2219, 0.3578, 0.3731, 0.4562, 0.2052, 0.3245],
  "homo_ev": -8.845,
  "lumo_energy_ha": 0.0286,
  "e_tot_ha": -514.38438,
  "de_lowest_kcal_mol": 80.6,
  "homo_lumo_gap_ev": 9.6,
  "spin_multiplicity": 1
}


{
  "formula": "C6H9NO3",
  "method": "ωB97M-V/def2-TZVPD",
  "species": ["O", "O", "O", "N", "C", "C", "C", "C", "C", "C", "H", "H", "H", "H", "H", "H", "H", "H", "H"],
  "positions_angstrom": [[-1.384, -0.688, 3.022], [-0.130, 1.781, 2.746], [-1.139, -0.964, 0.774], [0.322, 1.476, 0.690], [-0.119, 0.936, 1.868], [1.685, -0.058, -0.432], [0.391, 0.703, -0.486], [-0.771, -1.291, -1.528], [-0.994, -0.304, 1.943], [-0.882, -0.233, -0.468], [-0.195, -2.155, -1.171], [0.430, 1.387, -1.374], [0.397, 2.419, 0.706], [2.429, 0.489, 0.105], [1.587, -1.107, -0.058], [2.132, -0.249, -1.357], [-0.252, -1.002, -2.421], [-1.751, -1.499, -1.913], [-1.756, 0.360, -0.649]],
  "mulliken_charge": [-0.5016, -0.5955, -0.3504, -0.1513, 0.5326, -1.5150, 0.2993, -1.4681, 0.3922, 0.1062, 0.3701, 0.3970, 0.1926, 0.3942, 0.2993, 0.4353, 0.3977, 0.3762, 0.3891],
  "homo_ev": -9.787,
  "lumo_energy_ha": 0.0058,
  "e_tot_ha": -514.47578,
  "de_lowest_kcal_mol": 23.3,
  "homo_lumo_gap_ev": 9.9,
  "spin_multiplicity": 1
}


{
  "formula": "C6H9NO3",
  "method": "ωB97M-V/def2-TZVPD",
  "species": ["O", "O", "O", "N", "C", "C", "C", "C", "C", "C", "H", "H", "H", "H", "H", "H", "H", "H", "H"],
  "positions_angstrom": [[-0.371, 1.328, 0.437], [0.660, 0.705, -3.579], [0.815, -0.227, -1.119], [0.629, 2.322, -1.841], [0.202, 0.125, 0.387], [0.707, 1.347, -2.610], [-2.011, -0.672, 1.323], [-0.575, -0.977, 1.003], [-0.049, -2.177, 1.235], [1.621, 0.045, 0.022], [-0.582, -2.931, 1.796], [-2.521, -1.542, 1.732], [-2.535, -0.361, 0.418], [0.957, -2.451, 0.954], [2.181, 0.977, -0.029], [0.010, 1.904, -0.299], [2.220, -0.796, 0.356], [-2.076, 0.139, 2.050], [0.718, 3.246, -2.237]],
  "mulliken_charge": [-0.5381, -0.3902, -0.5101, -0.6508, 0.7584, 0.8581, -1.1912, 0.9378, -1.2547, -0.6492, 0.3000, 0.3967, 0.2925, 0.2394, 0.2967, 0.4347, 0.1851, 0.2845, 0.2006],
  "homo_ev": -9.412,
  "lumo_energy_ha": 0.0268,
  "e_tot_ha": -514.42500,
  "de_lowest_kcal_mol": 55.1,
  "homo_lumo_gap_ev": 10.1,
  "spin_multiplicity": 1
}